This record from the Open Molecules 2025 dataset describes a structure of composition C18H18Cl3I2N3O5PPdS2 at a distorted geometry. The level of theory is ωB97M-V with the def2-TZVPD basis set.

Structure (XYZ):
```
53
C18H18Cl3I2N3O5PPdS2 | the Open Molecules 2025 dataset | ωB97M-V with the def2-TZVPD basis set
Pd -0.0395 0.1653 0.3951
C 5.3152 -0.0597 4.2149
C 4.6318 -0.0088 2.8633
O 3.2594 -0.3739 3.0482
P 2.1182 0.1810 2.0634
S 0.4223 -0.3707 2.9833
S 2.4834 -0.3960 0.1760
O 2.3040 1.7686 2.0580
C 1.9898 2.5126 3.2505
C 0.8333 3.4467 2.9622
H 6.3764 0.1307 4.0913
H 5.1703 -1.0403 4.6599
H 4.8907 0.6866 4.8808
H 5.0860 -0.7176 2.1651
H 4.6879 0.9947 2.4284
H 2.8961 3.0640 3.5213
H 1.7394 1.8150 4.0589
H 1.1448 4.2000 2.2438
H 0.5028 3.9314 3.8767
H 0.0018 2.8853 2.5367
I -0.0897 5.4819 -0.2422
C -0.0172 4.0463 -1.7493
C -0.1197 4.3699 -3.0683
C -0.0913 3.3572 -4.0392
I -0.3265 3.9701 -6.0337
C 0.0570 1.9872 -3.7046
C 0.1356 0.9454 -4.6238
C 0.2617 -0.3827 -4.1490
C 0.2857 -0.6197 -2.8072
N 0.2345 0.3845 -1.8979
C 0.1322 1.6684 -2.3144
C 0.1057 2.6747 -1.3064
O 0.1781 2.4118 -0.0576
H -0.2338 5.3951 -3.3785
H 0.0981 1.1366 -5.6848
H 0.3335 -1.1960 -4.8547
H 0.3539 -1.6173 -2.3966
Cl -4.6895 0.0858 2.1891
C -4.1534 0.6585 0.6064
Cl -4.9554 -0.2550 -0.6588
Cl -4.5069 2.3795 0.4207
C -2.6222 0.5074 0.5051
O -1.9539 0.9774 1.4331
O -2.1669 -0.0641 -0.4969
N 0.2423 -4.3260 0.6997
C -0.7630 -4.2490 -0.2184
C -1.0609 -2.9239 -0.3442
N -0.2502 -2.2093 0.4844
C 0.5221 -3.0744 1.0984
H 0.6903 -5.1679 1.0183
H -1.1724 -5.1115 -0.6978
H -1.8036 -2.4290 -0.9389
H 1.2643 -2.8393 1.8358
```

Output
Max |F|   3.166 eV/A
Net charge   0
HOMO-LUMO gap (spin up / spin down)   6.08 / 4.17 eV
Spin multiplicity   2
LUMO energy (spin up / spin down)   -1.58 / -2.79 eV
E_HOMO (spin up / spin down)   -0.28149 / -0.25563 Eh